{"formula": "C4H8FNO4", "method": "ωB97M-V/def2-TZVPD", "species": ["H", "O", "C", "F", "H", "H", "H", "H", "C", "N", "C", "H", "O", "H", "C", "O", "O", "H"], "coordinates": [[0.372426, 1.720914, -0.532339], [-0.435594, -2.418686, 0.471406], [0.208418, -0.282989, 0.286398], [1.513928, -0.658529, 0.273948], [1.686081, -1.960742, -2.437095], [-0.900322, -0.705616, -1.982659], [-1.198109, 1.318112, 0.287601], [-0.140120, 1.232380, 2.562902], [0.193152, -0.670691, -2.048026], [-0.612460, -1.227991, 0.358503], [0.449551, 1.692437, 1.651181], [1.450968, 1.670765, 1.943560], [0.757213, -1.862517, -2.076958], [0.286660, 2.859525, 1.869820], [-0.106718, 1.162271, 0.392511], [-1.931723, -0.842338, 0.266562], [0.790459, 0.324368, -2.182342], [-2.383812, -1.350672, 0.895026]], "forces_ev_per_a": [[-0.9, -1.3, 1.8], [0.7, -2.3, 0.2], [2.5, 1.9, 0.5], [-1.2, 0.4, 0.3], [-1.4, 1.1, 0.8], [0.0, -0.5, 0.0], [0.8, -0.1, 0.3], [1.1, 0.7, -1.6], [-0.7, -1.6, -1.4], [-1.4, -1.0, 1.0], [-3.2, 3.0, 4.4], [1.9, -1.0, -0.4], [0.5, -2.2, -0.7], [-0.2, -2.3, -1.1], [0.9, 1.2, -3.0], [-0.1, 2.4, -1.9], [1.6, 3.2, -1.0], [-0.9, -1.6, 1.6]], "relative_energy_kcal_mol": 137.74, "molar_mass_g_mol": 153.1, "energy_ha": -612.621430, "gap_ev": [9.720, 9.721], "smiles": "CC/C(F)=[N+](/[O-])O.O=CO", "total_charge": 0}